Entry 1:
Entry from OMol25: C45H37Br2N7O7P2S2ScSe2 as an isolated structure (ωB97M-V/def2-TZVPD).

charge: -1
energy relative to the best compared isomer or geometry (same formula, charge and spin): 55.8 kJ/mol
gap between HOMO and LUMO: 0.25108 Eh
LUMO energy: 1.274 eV
calculated total energy: -403763.377 eV
2S+1: 1

Geometry (Å):
Sc -0.9497 -0.6860 -1.1891
C -0.6164 -8.0642 0.5430
C -0.9230 -6.8017 -0.2136
C -0.2676 -5.6134 0.1087
C -0.5492 -4.4378 -0.5610
C -1.4977 -4.4493 -1.5769
C -2.1547 -5.6193 -1.9262
C -1.8618 -6.7884 -1.2396
S -1.9207 -2.9608 -2.4175
O -2.5330 -3.3252 -3.6576
O -0.6254 -2.1862 -2.5770
N -2.7031 -2.0096 -1.4687
C -3.3981 -2.4247 -0.2630
C -2.7028 -1.8102 0.9554
O -3.1429 -1.9688 2.0726
O -1.6270 -1.1250 0.6530
H 0.4594 -8.2145 0.6411
H -1.0417 -8.9376 0.0497
H -1.0315 -8.0146 1.5523
H 0.4894 -5.6090 0.8845
H 0.0109 -3.5454 -0.3228
H -2.8757 -5.6107 -2.7336
H -2.3639 -7.7085 -1.5143
H -3.4249 -3.5070 -0.1244
H -4.4327 -2.0816 -0.2744
Se 4.8348 -2.6683 3.0822
P 3.7347 -0.8980 2.8255
C 4.8174 0.5234 2.5339
C 5.6615 0.9591 3.5576
C 6.6153 1.9301 3.3072
C 6.7542 2.4559 2.0270
C 5.9318 2.0122 1.0043
C 4.9612 1.0502 1.2561
C 2.7360 -0.5295 4.2974
C 2.0699 -1.5946 4.9049
C 1.2999 -1.3797 6.0335
C 1.1876 -0.1026 6.5721
C 1.8577 0.9560 5.9818
C 2.6352 0.7412 4.8488
C 2.5669 -0.9479 1.4329
C 1.5183 -0.1733 0.9201
N 1.0192 -0.8792 -0.1223
N 1.7136 -1.9936 -0.2578
N 2.6513 -2.0499 0.6534
P 0.6930 1.3748 1.2946
Se -0.6515 1.9195 -0.3132
C 1.9261 2.6884 1.4270
C 2.2338 3.3070 2.6326
C 3.1736 4.3299 2.6694
C 3.7935 4.7454 1.5021
C 3.4755 4.1402 0.2920
C 2.5468 3.1164 0.2525
C -0.2171 1.2455 2.8356
C -0.5338 0.0004 3.3601
C -1.4084 -0.0913 4.4346
C -1.9521 1.0539 4.9882
C -1.6365 2.3046 4.4636
C -0.7861 2.4017 3.3787
H 5.5881 0.5163 4.5439
H 7.2653 2.2650 4.1062
H 7.5119 3.2050 1.8285
H 6.0443 2.4122 0.0038
H 4.3270 0.6979 0.4503
H 2.1817 -2.5922 4.4957
H 0.7826 -2.2112 6.4966
H 0.5781 0.0635 7.4526
H 1.7821 1.9516 6.4031
H 3.1716 1.5670 4.4022
H 1.7366 3.0001 3.5421
H 3.4109 4.8068 3.6125
H 4.5246 5.5444 1.5316
H 3.9523 4.4688 -0.6232
H 2.2859 2.6563 -0.6930
H -0.1350 -0.8985 2.9091
H -1.6842 -1.0666 4.8128
H -2.6439 0.9766 5.8188
H -2.0756 3.2003 4.8852
H -0.5839 3.3725 2.9407
Br 3.4922 -2.5058 -3.5111
C 2.0146 -1.4954 -4.1955
Br 1.7167 0.1502 -3.2186
H 1.1156 -2.0852 -4.0894
H 2.2203 -1.2220 -5.2192
O -3.2518 2.7156 -9.3242
S -4.4576 3.5172 -9.3114
O -4.2637 4.9241 -9.6051
O -5.6089 2.9058 -9.9480
C -4.9570 3.5419 -7.5591
N -6.0433 4.2638 -7.2509
C -6.4027 4.2742 -5.9804
C -5.7179 3.5794 -4.9904
C -4.6149 2.8605 -5.4134
N -4.2356 2.8466 -6.6875
C -3.7597 2.0591 -4.4896
C -4.1085 1.8084 -3.1660
C -3.2649 1.0572 -2.3789
N -2.1020 0.5609 -2.8165
C -1.7723 0.7913 -4.0918
C -2.5652 1.5219 -4.9545
H -7.2800 4.8639 -5.7286
H -6.0381 3.6238 -3.9593
H -5.0328 2.1741 -2.7416
H -3.5259 0.8397 -1.3507
H -0.8392 0.3645 -4.4297
H -2.2772 1.6804 -5.9854

Entry 2:
Entry from OMol25: one molecule with the formula C5H8O in a non-equilibrium geometry (ωB97M-V/def2-TZVPD).

energy relative to the best compared isomer or geometry (same formula, charge and spin): 244.1 kJ/mol
gap between HOMO and LUMO: 0.37693 Eh
SMILES: C1C[C@@H]2C[C@@H]2O1
LUMO energy: 1.151 eV
calculated total energy: -7359.725 eV
2S+1: 1

Geometry (Å):
C 0.4837 -1.5493 -0.2109
C -0.7288 -0.7506 0.2344
C -0.1327 0.5629 0.7937
C -0.4497 1.5554 -0.2969
C 0.8863 0.7155 -0.2563
O 1.3036 -0.5196 -0.7842
H 0.2590 -2.2705 -1.0035
H 0.9844 -2.0976 0.6049
H -1.1726 -0.4482 -0.7220
H -1.5104 -1.2457 0.8025
H -0.0467 0.7606 1.8616
H -1.4677 1.3878 -0.6487
H -0.1971 2.6124 -0.2523
H 1.7306 1.3901 -0.2119

Entry 3:
Entry from OMol25: C19H38N3O7PS as an isolated structure in a non-equilibrium geometry (ωB97M-V/def2-TZVPD).

gap between HOMO and LUMO (spin up / spin down): 0.32176 / 0.34542 Eh
LUMO energy (spin up / spin down): -0.409 / -0.411 eV
calculated total energy: -59238.330 eV
2S+1: 3

Geometry (Å):
N 2.7432 -3.4277 10.1181
C 2.5122 -3.8992 9.0406
O 2.0088 -4.0811 7.6968
O 2.9925 -4.6177 6.9220
P 4.1718 -3.4620 6.4430
O 5.4681 -3.8238 7.1900
O 4.4950 -3.6275 4.7852
O 3.8013 -1.8579 6.8610
S 2.3963 -1.3027 6.0351
H 3.9651 -2.9320 4.3227
H 1.3674 -1.6839 6.9178
C -0.7012 3.3013 1.5408
C 0.2548 2.7723 2.6379
C 1.7159 3.0744 2.2419
C 2.2404 2.1692 1.1323
C 2.0356 0.7009 1.4880
C 0.5797 0.3618 1.8713
N 0.0070 1.3160 2.8706
O 0.5317 1.0008 4.0854
C -0.3024 0.3380 0.6002
C 0.5377 -1.1092 2.3639
C -0.1021 3.6379 3.8757
H -1.7137 2.9098 1.6763
H -0.7738 4.3926 1.5754
H -0.3734 3.0722 0.5282
H 2.3689 2.9623 3.1161
H 1.8106 4.1187 1.9253
H 1.7530 2.4044 0.1814
H 3.3074 2.3609 0.9810
H 2.3558 0.0808 0.6439
H 2.7072 0.4507 2.3191
H -1.3629 0.2624 0.8574
H -0.0628 -0.5257 -0.0271
H -0.1651 1.2025 -0.0459
H 1.2080 -1.2913 3.2086
H 0.8541 -1.7933 1.5710
H -0.4756 -1.3961 2.6609
H -1.1302 3.4527 4.2020
H -0.0175 4.7033 3.6419
H 0.5651 3.4591 4.7224
C -1.9833 -2.4024 -5.5751
C -2.4302 -1.6058 -4.3248
C -3.6350 -0.7101 -4.6843
C -3.2534 0.5106 -5.5150
C -2.1357 1.2979 -4.8399
C -0.9078 0.4336 -4.4839
N -1.2756 -0.8304 -3.7752
O -1.5756 -0.5052 -2.4890
C -0.1111 0.1041 -5.7691
C 0.0796 1.3066 -3.6643
C -2.9192 -2.7095 -3.3495
H -1.0063 -2.8690 -5.4181
H -2.6889 -3.2077 -5.8011
H -1.9396 -1.8027 -6.4826
H -4.1270 -0.3631 -3.7674
H -4.3860 -1.2922 -5.2291
H -2.9555 0.2112 -6.5243
H -4.1295 1.1553 -5.6369
H -1.8363 2.1248 -5.4929
H -2.5405 1.7612 -3.9316
H 0.6675 -0.6383 -5.5708
H 0.3881 0.9965 -6.1590
H -0.7295 -0.2551 -6.5892
H -0.3733 1.7192 -2.7586
H 0.4201 2.1640 -4.2523
H 0.9657 0.7330 -3.3752
H -2.0960 -3.3686 -3.0567
H -3.6874 -3.3307 -3.8195
H -3.3721 -2.3011 -2.4427

Entry 4:
Entry from OMol25: a 2-piece molecular cluster, C2H5NO2 overall in a non-equilibrium geometry (ωB97M-V/def2-TZVPD).

energy relative to the best compared isomer or geometry (same formula, charge and spin): 141.1 kJ/mol
gap between HOMO and LUMO: 0.39925 Eh
SMILES: NC=O.C=O
LUMO energy: 0.813 eV
calculated total energy: -7739.289 eV
2S+1: 1

Geometry (Å):
N -0.4798 -2.6807 -0.3359
C -0.3538 -3.5529 0.7014
O -0.2178 -3.1922 1.8454
H -0.2436 -2.9463 -1.2820
H -0.3477 -1.7077 -0.1233
H -0.4405 -4.6157 0.4557
C 0.4843 4.6918 -0.3332
O 1.2229 3.9647 0.2941
H -0.5852 4.4519 -0.4566
H 0.9612 5.5871 -0.7655

Entry 5:
Entry from OMol25: CH5ClO4Pb as an isolated structure in a non-equilibrium geometry (ωB97M-V/def2-TZVPD).

energy relative to the best compared isomer or geometry (same formula, charge and spin): 297.1 kJ/mol
gap between HOMO and LUMO (spin up / spin down): 0.24365 / 0.24368 Eh
LUMO energy (spin up / spin down): -0.681 / -0.681 eV
calculated total energy: -27065.698 eV
2S+1: 1

Geometry (Å):
Pb -0.1486 -1.0820 0.2351
C 0.4249 -0.9157 -2.0758
H 1.5031 -0.9931 -1.8972
H -0.1271 -1.8333 -2.3199
H 0.0536 0.0281 -2.4615
H -1.8302 0.4649 -0.6803
H -2.2146 -0.1632 -0.6216
O -0.2474 2.1340 2.3243
Cl 0.5519 1.0070 2.0047
O 1.6685 0.6488 2.7466
O -0.5697 -0.3921 2.2209
O 0.9356 1.0966 0.5248

Entry 6:
Entry from OMol25: a 2-piece molecular cluster, C3H8OS overall in a non-equilibrium geometry (ωB97M-V/def2-TZVPD).

charge: -1
energy relative to the best compared isomer or geometry (same formula, charge and spin): 2.3 kJ/mol
gap between HOMO and LUMO (spin up / spin down): 0.10280 / 0.23590 Eh
LUMO energy (spin up / spin down): 3.357 / 3.320 eV
calculated total energy: -16121.756 eV
2S+1: 2

Geometry (Å):
C 2.2446 0.4225 -0.4902
S 3.0952 0.6453 1.1537
H 3.0052 0.2111 -1.2338
H 1.6655 1.3105 -0.7190
H 1.5642 -0.4267 -0.4077
H 2.9195 -0.6427 1.4236
O -0.5395 -1.3807 0.1591
C -1.2466 -0.3491 0.2826
C -2.7086 -0.1344 -0.1153
H -0.7802 0.6620 0.4657
H -3.0524 0.8201 0.2765
H -2.8631 -0.2514 -1.2150
H -3.3039 -0.8866 0.4198

Entry 7:
Entry from OMol25: a 6-piece molecular cluster, H12O6 overall in a non-equilibrium geometry (ωB97M-V/def2-TZVPD).

energy relative to the best compared isomer or geometry (same formula, charge and spin): 276.7 kJ/mol
gap between HOMO and LUMO: 0.38880 Eh
SMILES: O.O.O.O.O.O
LUMO energy: 0.172 eV
calculated total energy: -12478.246 eV
2S+1: 1

Geometry (Å):
O -1.0826 -0.6318 -0.1157
H -1.6255 -0.1093 -0.7167
H -0.4050 -1.0144 -0.6843
O 0.4456 -0.8129 1.7776
H 1.1831 -0.4255 1.2930
H 0.7296 -0.7855 2.6983
O -3.4645 -0.9523 -0.7845
H -3.3538 -0.1540 -1.3130
H -4.2079 -1.4058 -1.1974
O 2.0981 3.1695 -0.6017
H 2.2284 2.2835 -0.9582
H 1.1407 3.2553 -0.5311
O -1.3558 1.6443 1.0053
H -2.2659 1.4297 1.2392
H -1.2670 1.3318 0.0979
O 3.6758 -1.8932 -0.4902
H 3.2365 -2.6625 -0.8699
H 4.2904 -2.2670 0.1513

Entry 8:
Entry from OMol25: C19H22MoN7O2 as an isolated structure in a non-equilibrium geometry (ωB97M-V/def2-TZVPD).

charge: +3
gap between HOMO and LUMO (spin up / spin down): 0.14075 / 0.18065 Eh
LUMO energy (spin up / spin down): -12.650 / -12.279 eV
calculated total energy: -36410.528 eV
2S+1: 3

Geometry (Å):
Mo 0.2215 -0.3612 0.5538
O 0.6773 1.9647 5.4851
C -0.5262 2.2327 5.0790
C -1.4228 2.8546 5.9791
C -2.6657 3.2689 5.5584
C -3.0960 3.0296 4.2415
C -2.2776 2.3607 3.3555
C -0.9956 1.9338 3.7522
C -0.1884 1.2286 2.8125
O -0.7175 0.7578 1.6914
N 1.1080 1.0253 2.9449
N 1.5897 0.4300 1.8568
C 2.8604 0.4389 1.5419
C 3.1212 -0.0793 0.2368
C 4.3670 -0.1074 -0.3946
C 4.4469 -0.5326 -1.7106
C 3.2804 -0.9376 -2.3661
C 2.0806 -0.9034 -1.6867
N 1.9745 -0.4871 -0.4049
H 1.2652 1.5904 4.7979
H -1.0813 3.0110 6.9928
H -3.3052 3.8068 6.2447
H -4.0703 3.3678 3.9244
H -2.5905 2.2014 2.3299
H 3.6276 0.8497 2.1886
H 5.2373 0.2346 0.1428
H 5.3897 -0.5293 -2.2351
H 3.3049 -1.2499 -3.3995
H 1.1479 -1.1788 -2.1904
C -0.0112 -3.4209 0.2851
N -0.9329 -4.4923 0.1207
C -1.6460 -4.7501 1.3684
N -2.3949 -3.5525 1.7359
C -1.5155 -2.4540 1.9404
N -0.7432 -2.1355 0.6630
C -1.7837 -1.8787 -0.4156
N -2.6453 -3.0065 -0.5500
C -1.8933 -4.1986 -0.9347
C -3.3697 -3.2571 0.6950
H 0.5415 -3.2590 -0.6574
H 0.7013 -3.6618 1.0891
H -0.9392 -5.0133 2.1595
H -2.3345 -5.5855 1.2309
H -0.7894 -2.6966 2.7299
H -2.0909 -1.5600 2.2331
H -1.2586 -1.6965 -1.3813
H -2.3808 -0.9849 -0.1247
H -1.3758 -4.0381 -1.8836
H -2.5786 -5.0381 -1.0501
H -4.0345 -4.1099 0.5629
H -3.9695 -2.3874 0.9706

Entry 9:
Entry from OMol25: C22H27NO3P2Yb as an isolated structure in a non-equilibrium geometry (ωB97M-V/def2-TZVPD).

charge: +1
gap between HOMO and LUMO (spin up / spin down): 0.23853 / 0.23841 Eh
LUMO energy (spin up / spin down): -3.918 / -3.916 eV
calculated total energy: -80983.396 eV
2S+1: 2

Geometry (Å):
C -1.5374 3.4315 -3.6580
C -1.3248 2.0814 -3.3316
C -0.0528 1.4896 -3.5697
C 0.9984 2.2580 -4.1250
C 0.7633 3.6324 -4.4059
C -0.4658 4.2039 -4.1461
C 2.2253 1.6333 -4.3359
C 2.3790 0.2786 -4.0839
C 1.2708 -0.4429 -3.5280
C 1.3961 -1.8521 -3.2377
C 2.6167 -2.4798 -3.4902
C 3.7222 -1.7503 -3.9976
C 3.6057 -0.4114 -4.3092
H -2.5138 3.9120 -3.5386
H 1.5893 4.2675 -4.7602
H -0.6079 5.2848 -4.2900
H 3.0690 2.1946 -4.7365
H 2.7353 -3.5507 -3.2884
H 4.6853 -2.2763 -4.1004
H 4.4975 0.1225 -4.6617
N 0.1417 0.1991 -3.2512
Yb 0.1443 0.3296 0.6908
C -2.3973 1.1853 -2.7628
H -2.5304 0.2144 -3.2447
H -3.3012 1.7630 -2.7284
C 0.2084 -2.5598 -2.6541
H -0.7367 -2.3093 -3.1787
H 0.4073 -3.6261 -2.6808
P -2.1027 0.8552 -0.9387
P -0.0730 -2.1410 -0.8383
C 1.2324 -3.2432 -0.1998
H 1.2054 -3.2692 0.9020
H 1.0454 -4.2510 -0.6100
H 2.2251 -2.8892 -0.5088
C -1.4868 -3.2210 -0.6590
H -1.1860 -4.2495 -0.8925
H -1.8495 -3.1607 0.3633
H -2.2916 -2.9016 -1.3276
C -2.4479 2.5865 -0.4012
H -3.4263 2.7942 -0.9008
H -2.5812 2.6092 0.7030
H -1.6832 3.2940 -0.7894
C -3.7574 0.1980 -0.6099
H -3.8768 0.0314 0.4718
H -4.4330 1.0164 -0.9520
H -3.9308 -0.7107 -1.2036
C 2.4460 -0.1889 0.6001
O 3.4614 -0.5566 1.0659
H 1.9448 0.3561 -0.4519
C -0.3319 -1.3449 3.8217
O -0.2567 -0.9182 2.3694
C -1.3890 -1.2351 1.5557
O -2.3656 -1.7587 1.9834
H -0.9184 -0.6175 4.3807
H 0.7415 -1.3438 4.0604
H -0.7768 -2.3380 3.8253

Entry 10:
Entry from OMol25: C2H6KO2 as an isolated structure in a non-equilibrium geometry (ωB97M-V/def2-TZVPD).

charge: +1
energy relative to the best compared isomer or geometry (same formula, charge and spin): 0.0 kJ/mol
gap between HOMO and LUMO: 0.40103 Eh
LUMO energy: -3.740 eV
calculated total energy: -22586.107 eV
2S+1: 1

Geometry (Å):
K 2.6259 -1.3294 -0.3503
C -0.6614 0.1518 -0.6566
C -0.2553 0.4061 0.7496
O 0.1702 -0.8274 1.4045
O 0.5212 -0.2122 -1.4279
H -1.0766 1.0639 -1.0897
H -1.4158 -0.6201 -0.7962
H -1.1245 0.7644 1.3123
H 0.5324 1.1536 0.8598
H 0.2975 -0.6134 2.3354
H 0.3866 0.0626 -2.3409

Entry 11:
Entry from OMol25: a 4-piece molecular cluster, CH11NO3 overall in a non-equilibrium geometry (ωB97M-V/def2-TZVPD).

energy relative to the best compared isomer or geometry (same formula, charge and spin): 130.3 kJ/mol
gap between HOMO and LUMO: 0.38829 Eh
SMILES: CN.O.O.O
LUMO energy: 0.258 eV
calculated total energy: -8847.248 eV
2S+1: 1

Geometry (Å):
C -0.4921 1.1734 -1.0438
N 0.4850 1.6792 -2.0157
H -0.1834 1.2933 0.0017
H -0.7343 0.1154 -1.1501
H -1.4230 1.7483 -1.1047
H 0.6475 0.9584 -2.7239
H -0.0907 2.2062 -2.6720
O 1.7778 -2.7905 1.3782
H 1.6803 -1.8552 1.2782
H 1.5801 -2.9466 2.3118
O -4.2014 -2.9912 1.6471
H -3.4345 -2.4047 1.7719
H -3.6129 -3.7803 1.6125
O 2.3674 3.3434 -0.2799
H 2.1880 2.5569 -0.8309
H 3.3274 3.2697 -0.2145

Entry 12:
Entry from OMol25: a 2-piece molecular cluster, C4H8NO overall in a non-equilibrium geometry (ωB97M-V/def2-TZVPD).

charge: +1
energy relative to the best compared isomer or geometry (same formula, charge and spin): 518.7 kJ/mol
gap between HOMO and LUMO (spin up / spin down): 0.30674 / 0.30676 Eh
LUMO energy (spin up / spin down): -5.159 / -5.159 eV
calculated total energy: -7802.727 eV
2S+1: 1

Geometry (Å):
C -2.5658 0.3100 -0.2720
C -1.6371 0.4711 0.7232
C 3.0930 0.5921 -0.0483
C -0.6722 -0.5819 0.9432
N -0.1777 -1.0571 -0.2384
O 2.2402 -0.1964 0.3418
H -3.3239 1.0681 -0.3445
H -2.4915 -0.4356 -1.0077
H -1.6452 1.2136 1.5195
H 2.9134 1.5837 -0.4320
H 4.2248 0.3241 0.0870
H -0.8544 -0.7374 -1.0356
H 0.0103 -2.0392 -0.4028
H 0.8862 -0.5151 0.1667